{
  "formula": "C3H2LiMgO3Tl",
  "method": "wB97M-V/def2-TZVPD",
  "species": ["C", "C", "O", "H", "H", "Mg", "Tl", "O", "C", "O", "Li"],
  "coordinates": [[1.169, -0.097, 0.418], [0.130, 0.612, 0.004], [2.139, -0.661, 0.773], [0.069, 0.863, -1.045], [-0.211, 1.429, 0.624], [1.036, -4.627, 2.427], [3.292, -2.614, 1.833], [-2.721, -0.083, -0.360], [-3.117, -1.018, -0.960], [-3.982, -1.395, -1.647], [-4.521, 0.416, -0.282]],
  "nbo_charge": [0.75, -0.70, -0.60, 0.29, 0.28, 0.30, 0.67, -0.79, 0.63, -0.65, 0.82],
  "orbital_gap_ev": [3.73, 6.86],
  "spin_multiplicity": 2,
  "charge": 1,
  "homo_ev": [-8.05, -11.17],
  "s_squared": 0.75,
  "lumo_energy_ev": [-4.317, -4.318],
  "molar_mass_g_mol": 321.68
}